14
Properties=species:S:1:pos:R:3:forces:R:3 method="wB97M-V/def2-TZVPD" de_lowest_kj_mol=261.79 total_energy_ev=-9740.3201 multiplicity=1
C 2.35691 0.25986 -0.00523 0.110 0.043 -0.115
N 1.19152 0.08627 0.84415 -0.231 -0.070 -0.004
C -0.03658 -0.11080 0.33221 0.164 -0.012 0.160
O -0.25016 -0.08362 -0.94452 0.075 0.037 0.040
N -1.17553 -0.36448 0.91798 0.064 0.104 0.082
C -1.87228 -0.28068 -0.71903 -0.284 -0.001 -0.127
N -2.59464 0.70585 -1.03500 0.158 -0.296 0.079
H 2.06172 0.83542 -0.88411 0.081 -0.084 0.102
H 2.77570 -0.69800 -0.33577 -0.077 0.144 0.051
H 3.12371 0.81541 0.54045 -0.138 -0.078 -0.072
H 1.32138 -0.10204 1.82416 -0.045 0.017 -0.109
H -1.41794 -0.11911 1.86798 0.069 -0.028 -0.096
H -2.02933 -1.34016 -0.92687 -0.008 0.183 -0.006
H -3.45450 0.39608 -1.47642 0.063 0.041 0.013

14
Properties=species:S:1:pos:R:3:forces:R:3 method="wB97M-V/def2-TZVPD" de_lowest_kj_mol=152.46 total_energy_ev=-9741.4532 multiplicity=1 smiles="N#CC(N)=O.CN"
N -0.22061 -2.11892 -0.46304 0.172 -0.497 0.150
C 0.27398 -1.09016 -0.25798 -0.478 -0.479 -0.243
C 1.36325 -0.25435 0.27622 0.832 0.064 0.449
N 2.25239 -1.02950 0.94078 0.165 0.128 0.100
O 1.48412 0.94471 0.15170 -0.195 -0.012 -0.099
H 2.12500 -2.02185 1.01166 -0.089 -0.076 -0.047
H 3.06594 -0.59933 1.35110 -0.115 0.017 -0.073
C -1.77315 1.01479 0.05047 -0.225 0.166 0.003
N -0.91061 0.47177 -0.98264 0.052 0.802 -0.370
H -1.15052 1.41242 0.85003 -0.024 0.003 0.039
H -2.39165 0.21071 0.44993 -0.010 0.034 0.050
H -2.42677 1.81753 -0.31321 0.018 -0.090 0.126
H -0.25219 1.16821 -1.31639 -0.209 -0.026 -0.084
H -1.43916 0.07397 -1.74863 0.106 -0.035 0.001

14
Properties=species:S:1:pos:R:3:forces:R:3 method="wB97M-V/def2-TZVPD" de_lowest_kj_mol=187.08 total_energy_ev=-9741.0944 multiplicity=1 smiles="[H]/N=C/NC(=O)NC"
H -4.09184 0.06583 -0.40940 -0.169 -0.742 0.293
N -3.30150 -0.07298 0.22008 -0.346 2.337 1.533
C -2.25277 0.01641 -0.51529 -1.277 -2.556 0.856
N -1.03078 -0.09582 0.12916 0.061 -0.143 -0.030
C 0.25042 0.10225 -0.39065 -0.067 -0.062 -0.197
O 0.46132 0.40744 -1.54742 -0.119 -0.102 0.363
N 1.23777 -0.11491 0.54427 -0.191 0.082 -0.003
C 2.62557 0.17061 0.23306 0.140 0.031 -0.073
H -2.69616 -0.62398 -1.28210 2.039 0.838 -2.490
H -1.14674 -0.48482 1.06003 0.194 0.374 -0.054
H 0.98111 -0.07212 1.51923 -0.039 -0.037 -0.173
H 2.80458 -0.05946 -0.81783 -0.044 0.027 0.141
H 3.27128 -0.46068 0.85109 -0.118 0.098 -0.116
H 2.88772 1.22223 0.40578 -0.064 -0.146 -0.049

14
Properties=species:S:1:pos:R:3:forces:R:3 method="wB97M-V/def2-TZVPD" de_lowest_kj_mol=278.27 total_energy_ev=-9740.1493 multiplicity=1
C -0.55847 -1.99787 -0.13381 -0.100 -0.145 0.176
N 0.02812 -1.28547 -1.23090 0.074 0.681 0.024
C 0.10199 -0.06236 -1.33579 -0.083 -0.278 -0.318
N 0.22763 1.03267 -1.96392 -0.025 -0.329 0.155
C 0.31232 0.98235 0.64765 0.057 0.194 0.339
O 0.41016 2.21277 0.24352 -0.043 -0.218 -0.032
N 0.46590 0.87463 1.96457 0.031 -0.069 -0.062
H -1.61044 -2.23395 -0.33545 0.156 0.050 0.027
H -0.51740 -1.38638 0.78074 -0.012 -0.126 -0.138
H -0.02893 -2.94147 0.02629 -0.063 0.153 -0.021
H 0.33039 2.10574 -0.77139 0.032 0.037 0.015
H -0.27979 1.04746 -2.84078 0.024 0.001 0.025
H 0.43580 -0.02843 2.40612 0.000 0.110 -0.099
H 0.68273 1.68029 2.54315 -0.049 -0.062 -0.092

15
Properties=species:S:1:pos:R:3:forces:R:3 method="wB97M-V/def2-TZVPD" de_lowest_kj_mol=986.00 total_energy_ev=-11781.0940 multiplicity=1
C -1.64583 1.41038 0.11119 0.155 -1.337 0.403
C -1.60857 -1.04152 -0.36665 -2.985 6.150 2.863
C 1.23175 -0.44738 0.48546 -2.568 2.599 -0.991
H -2.69347 0.98227 0.90976 3.583 1.874 -2.608
H -2.20206 1.73726 -1.17670 1.905 -0.367 4.263
H -0.61179 1.85872 0.68884 -3.761 0.961 -1.622
H -0.89685 -1.76723 -0.60143 0.447 -2.146 -0.735
H 0.51573 -0.69403 1.26521 1.221 -0.585 0.952
H 3.37045 -1.04716 1.18393 -3.367 2.729 -3.268
H 2.20369 -0.09973 -1.50482 0.492 -0.132 2.104
N -0.86182 0.18244 -0.03704 -1.651 -4.496 -2.223
N 0.52229 0.12775 -0.51217 0.440 -0.483 2.292
N 2.57900 -0.27301 0.51956 1.189 -2.959 0.381
O -2.84092 -0.95763 -0.15074 3.120 -1.862 -1.330
O 2.93839 0.02888 -0.81440 1.781 0.053 -0.481

15
Properties=species:S:1:pos:R:3:forces:R:3 method="wB97M-V/def2-TZVPD" de_lowest_kj_mol=559.50 total_energy_ev=-11785.5143 multiplicity=1 smiles="C/C(=N/N)ONC=O"
C 0.78725 -1.82365 -1.49057 0.636 -1.019 -0.263
C 0.77419 -0.40659 -0.91269 -0.103 0.577 -1.577
N 1.03856 0.64789 -1.62116 0.788 -1.633 1.358
N 1.22652 1.74460 -0.83112 0.517 0.936 3.804
O 0.55262 -0.37667 0.47971 1.932 -2.204 -0.054
N -0.42316 0.32118 1.16089 -0.815 1.607 -1.452
C -1.64303 -0.32725 1.42129 1.576 0.552 0.474
O -2.58712 0.26575 1.86121 -0.150 -0.413 -0.405
H -0.35558 -1.96794 -1.64224 2.102 -0.904 0.011
H 1.33539 -2.59278 -0.74763 -1.871 1.827 -1.297
H 1.45758 -1.99748 -2.47850 -2.040 1.041 2.114
H 1.78914 2.56357 -1.14029 -0.660 -1.596 -0.440
H 1.54841 1.41502 0.18296 -0.643 1.300 -2.753
H -0.48392 1.20721 0.67361 -0.465 0.642 0.537
H -1.41898 -1.39106 1.35634 -0.803 -0.712 -0.056

15
Properties=species:S:1:pos:R:3:forces:R:3 method="wB97M-V/def2-TZVPD" de_lowest_kj_mol=451.15 total_energy_ev=-11786.6373 multiplicity=1
C -2.07190 0.41118 -0.30303 0.003 -1.227 0.107
N 0.41760 0.22839 -0.45656 -0.709 0.710 -0.089
C -0.51378 -0.46909 0.14618 -1.405 0.188 0.584
C 1.82546 0.12343 -0.23129 0.125 -0.082 -0.436
N 2.22782 -0.83308 0.66219 -0.182 0.177 -0.029
O -2.84526 0.43666 0.85387 0.097 0.013 -0.021
N 2.66082 0.86184 -0.84142 -0.071 -0.026 0.209
O -0.69414 -1.35469 0.92946 0.165 0.093 -0.280
H -2.68683 -0.39081 1.33296 0.080 0.037 -0.051
H -0.73360 0.89606 -0.48353 1.775 0.050 -0.100
H 3.21895 -1.00137 0.70533 -0.098 -0.010 -0.020
H 1.59014 -1.54024 0.98516 0.052 0.068 -0.022
H 2.19127 1.51314 -1.46192 -0.038 -0.060 0.058
H -2.42486 -0.29137 -1.06651 -0.133 0.058 0.020
H -2.16169 1.40995 -0.77089 0.340 0.011 0.070

15
Properties=species:S:1:pos:R:3:forces:R:3 method="wB97M-V/def2-TZVPD" de_lowest_kj_mol=797.98 total_energy_ev=-11783.0426 multiplicity=1
C -0.13325 2.04114 -1.36834 -0.379 1.484 -3.064
N -0.82817 0.69515 -1.03109 3.274 0.557 0.311
C -0.22945 -0.01764 -0.10851 -4.017 1.327 0.509
N 0.83237 0.19767 1.01866 2.040 -1.716 -6.975
N 1.24390 -1.30185 0.95456 5.440 0.037 4.070
C -1.25451 -1.06480 0.49797 0.861 0.779 5.096
O -1.42691 -0.82585 1.73757 -0.292 -1.379 -4.517
O -1.78142 -2.10808 -0.15387 -0.920 -2.285 3.291
H -0.16469 2.53834 -0.38449 1.773 0.048 -0.391
H 0.81092 1.99027 -2.29178 -2.136 -0.248 3.795
H -0.69675 2.97061 -2.00015 0.190 -3.310 1.399
H 1.67414 0.48052 0.33077 -2.175 0.680 2.161
H 2.05901 -1.28076 1.83783 -3.416 -0.473 -2.254
H 2.07361 -1.45977 0.28814 -1.910 0.743 0.052
H -2.17883 -2.85495 0.67274 1.666 3.756 -3.481

15
Properties=species:S:1:pos:R:3:forces:R:3 method="wB97M-V/def2-TZVPD" de_lowest_kj_mol=682.84 total_energy_ev=-11784.2360 multiplicity=1
C -1.19787 -1.25627 0.79505 -0.987 -2.822 1.669
C -0.34484 -0.19331 0.32867 1.845 1.911 1.734
N -0.22757 0.14213 -0.84585 -1.518 -0.542 -3.466
N -1.24903 -0.52561 -1.60444 0.922 -1.295 -2.005
O 0.42331 0.54194 1.17173 0.533 -0.938 3.084
C 1.16274 1.65998 1.14650 1.783 2.919 -3.003
N 2.00748 2.22919 0.31252 -0.734 -3.533 -0.242
O 2.48261 1.48233 -0.82230 -2.266 -3.568 0.953
H -1.28093 -1.50830 1.92661 -0.296 1.500 -1.840
H -0.64278 -2.22499 0.53947 -0.994 1.015 -0.467
H -2.16878 -1.13240 0.15099 1.515 -0.641 1.824
H -1.17573 -1.56921 -1.58017 -0.011 0.747 1.026
H -0.92680 -0.49025 -2.56068 -0.153 1.164 -0.558
H 1.10262 2.43572 1.89684 -1.111 -0.736 1.003
H 2.03558 0.40903 -0.85495 1.473 4.820 0.288

15
Properties=species:S:1:pos:R:3:forces:R:3 method="wB97M-V/def2-TZVPD" de_lowest_kj_mol=800.90 total_energy_ev=-11783.0124 multiplicity=1
C 0.11141 1.76614 0.32262 3.315 0.701 -0.197
C -0.01927 -0.77498 0.00478 0.462 -1.531 2.486
C 2.17320 -0.51717 -0.18194 4.018 -2.325 0.536
H 0.85579 2.22825 -0.40217 -1.480 0.033 0.501
H -0.65987 2.53575 0.66738 0.391 -1.727 -1.052
H 0.93009 1.81492 1.24711 -2.469 -1.681 -1.954
H -1.28405 0.69762 -1.06753 3.507 -1.759 2.464
H -1.43604 -2.56193 0.46728 1.880 4.042 -1.481
H -3.17543 -1.60756 -0.18629 2.923 5.068 1.286
H 1.86033 0.20297 -0.96635 0.413 -0.121 0.305
N -0.32284 0.42590 -0.47268 -1.870 6.179 -0.307
N -1.16969 -1.53655 -0.02870 -2.545 -2.436 1.566
N 1.19132 -1.15944 0.54041 -3.752 1.017 -2.133
O -2.42445 -0.61399 0.10099 -1.700 -7.331 -1.456
O 3.36951 -0.89991 -0.04490 -3.093 1.871 -0.563

no.,Kohn-Sham gap (Eh)
1,0.3421
2,0.3613
3,0.3852
4,0.3527
5,0.3245
6,0.3525
7,0.3638
8,0.3646
9,0.3547
10,0.3147